(1)
The following is a quantum chemistry calculation of C38H27BF4N8NaO3Se as an isolated structure at a distorted geometry, from the Open Molecules 2025 dataset.

Element x y z (Å)
Na 0.6820 -0.4661 0.7092
C -0.6336 1.8949 4.8430
C -0.0863 0.6932 4.4013
N -0.7059 -0.0748 3.5217
C -1.8752 0.3829 3.0647
C -2.4077 1.5825 3.5043
N -1.7965 2.3423 4.4083
C -2.5368 -0.4370 2.0116
C -3.9211 -0.5030 1.9049
C -4.4922 -1.2503 0.8825
C -3.6323 -1.9086 0.0113
C -2.2618 -1.8035 0.2029
N -1.7195 -1.0852 1.1845
C -1.3191 -2.5158 -0.7049
C -1.5575 -2.5852 -2.0731
N -0.7279 -3.2078 -2.9042
C 0.3597 -3.7240 -2.3517
C 0.6100 -3.6467 -0.9856
N -0.2320 -3.0536 -0.1547
C -5.9626 -1.3589 0.7407
C -6.8108 -0.3433 1.1682
C -8.1786 -0.4942 1.0103
N -8.7523 -1.5658 0.4699
C -7.9362 -2.5339 0.0643
C -6.5561 -2.4812 0.1728
H -0.0952 2.5013 5.5596
H 0.8820 0.3698 4.7602
H -3.3288 1.9630 3.0791
H -4.5330 -0.0075 2.6471
H -4.0127 -2.5016 -0.8092
H -2.4232 -2.1017 -2.5121
H 1.0821 -4.2015 -3.0001
H 1.5283 -4.0366 -0.5696
H -6.4237 0.5718 1.5947
H -8.8461 0.2967 1.3338
H -8.4077 -3.4078 -0.3710
H -5.9639 -3.3220 -0.1602
O 0.4411 0.9212 -0.8564
C 1.3515 0.5947 -1.9337
C 2.0040 -0.8389 -1.7316
O 2.4255 -1.3771 -2.7566
O 2.0833 -1.2581 -0.5503
C 0.5444 0.6157 -3.2218
C -0.8439 0.6978 -3.1979
C -1.5741 0.6826 -4.3818
C -0.9269 0.5919 -5.6020
C 0.4610 0.5214 -5.6302
C 1.1885 0.5334 -4.4535
C 2.4610 1.6371 -1.9446
C 2.1318 2.9578 -2.2293
C 3.0900 3.9545 -2.1750
C 4.3990 3.6395 -1.8437
C 4.7386 2.3243 -1.5697
C 3.7752 1.3258 -1.6184
H 0.7533 1.6804 -0.3360
H -1.3526 0.7809 -2.2485
H -2.6554 0.7489 -4.3418
H -1.4926 0.5810 -6.5252
H 0.9775 0.4515 -6.5799
H 2.2661 0.4615 -4.4797
H 1.1088 3.2053 -2.4883
H 2.8103 4.9799 -2.3799
H 5.1496 4.4186 -1.7914
H 5.7563 2.0656 -1.3043
H 4.0525 0.3056 -1.3891
F 2.3038 2.9410 0.9923
B 1.3404 2.9279 2.0129
F 1.9374 2.5349 3.2185
F 0.7377 4.1676 2.1506
F 0.3475 1.9663 1.6315
Se 1.7023 -2.0610 2.9206
N 2.2849 -0.4561 2.3533
C 3.5947 -0.4927 2.4129
C 4.4321 0.6123 2.0133
C 5.7679 0.4581 2.1065
C 6.3671 -0.7663 2.5895
C 5.6235 -1.8238 2.9714
C 4.1867 -1.7217 2.8849
N 3.3553 -2.6867 3.2044
H 3.9571 1.5177 1.6609
H 6.4237 1.2690 1.8153
H 7.4478 -0.8241 2.6380
H 6.0586 -2.7459 3.3293

Atoms 1-6, force components in eV/Å:
-1.0 0.2 1.1
0.2 0.0 0.1
-0.1 0.0 -0.1
0.0 0.2 0.1
0.1 -0.3 -0.2
0.0 0.0 -0.1

Properties
**Total charge**: -1
**HOMO energy**: -5.9 eV

---

(2)
The following is a quantum chemistry calculation of C38H28BF4N4O7PSTi as an isolated structure at a distorted geometry, from the Open Molecules 2025 dataset.

Element x y z (Å)
Ti 0.1741 -0.1766 1.0631
O 3.7613 -5.0465 -0.5757
C 2.8005 -5.1905 -1.3318
O 2.3220 -6.1050 -1.9630
C 2.0114 -3.8032 -1.2992
C 2.7022 -2.5971 -1.2125
C 2.0231 -1.4425 -0.8414
N 0.7332 -1.4849 -0.4350
C 0.0607 -2.6472 -0.5076
C 0.6533 -3.8126 -0.9672
C -1.3380 -2.5159 -0.0772
C -2.3671 -3.3828 -0.4347
C -3.6551 -3.0870 -0.0223
C -3.8749 -1.9320 0.7122
C -2.7969 -1.1222 1.0360
N -1.5645 -1.4158 0.6482
C 2.5640 -0.0823 -0.8432
C 3.7717 0.2884 -1.4372
C 4.1661 1.6151 -1.3906
C 3.3341 2.5319 -0.7641
C 2.1510 2.0801 -0.1951
N 1.7666 0.8114 -0.2265
H 3.7618 -2.5921 -1.4177
H 0.1008 -4.7364 -1.0447
H -2.1597 -4.2551 -1.0330
H -4.4735 -3.7395 -0.2881
H -4.8632 -1.6588 1.0374
H -2.9318 -0.2021 1.5937
H 4.3873 -0.4522 -1.9245
H 5.1043 1.9197 -1.8318
H 3.5912 3.5769 -0.6939
H 1.4875 2.7606 0.3207
O 0.0508 2.2748 1.7902
S -1.1355 2.1663 0.9684
O -2.3999 2.0942 1.6338
O -0.9191 0.9333 0.0907
C -1.2017 3.5319 -0.1728
C -1.4377 4.7733 0.3907
C -1.5735 5.8838 -0.4268
C -1.4730 5.7249 -1.8005
C -1.2557 4.4738 -2.3498
C -1.1127 3.3415 -1.5463
P -0.8124 1.6571 -2.2474
C -2.5617 1.0919 -2.2773
C -2.8749 0.0628 -3.1634
C -4.1791 -0.3733 -3.3048
C -5.1866 0.2105 -2.5536
C -4.8720 1.1941 -1.6307
C -3.5668 1.6331 -1.4839
C -0.6383 2.2151 -4.0010
C -1.6432 2.3085 -4.9568
C -1.3483 2.7544 -6.2338
C -0.0534 3.1155 -6.5696
C 0.9521 3.0449 -5.6176
C 0.6568 2.6012 -4.3421
H -1.5151 4.8397 1.4663
H -1.7705 6.8556 -0.0003
H -1.5702 6.5789 -2.4557
H -1.2151 4.3773 -3.4221
H -2.0851 -0.3787 -3.7575
H -4.4094 -1.1553 -4.0138
H -6.2118 -0.0981 -2.6915
H -5.6491 1.6457 -1.0339
H -3.3405 2.3953 -0.7518
H -2.6608 2.0420 -4.7082
H -2.1375 2.8295 -6.9685
H 0.1696 3.4580 -7.5693
H 1.9621 3.3319 -5.8746
H 1.4281 2.5569 -3.5813
O 0.7844 -2.0215 2.0332
C 1.7397 -1.4016 2.5295
C 2.8090 -1.8675 3.4776
C 3.6866 -0.6228 3.6068
C 3.0683 0.3958 2.6446
O 3.5358 1.4555 2.3132
N 1.9049 -0.1378 2.1384
H 3.3250 -2.7355 3.0655
H 2.3416 -2.1561 4.4185
H 4.7290 -0.7892 3.3381
H 3.6594 -0.1986 4.6105
F -0.7607 0.0505 2.6925
B -1.0184 -0.8637 3.9882
F -1.9252 -0.2346 4.7336
F 0.2137 -0.9496 4.5372
F -1.4521 -2.0163 3.4245

Atoms 1-6, force components in eV/Å:
2.4 -0.9 -0.1
0.8 -0.2 0.4
-0.3 1.6 0.2
-0.6 -0.9 -0.7
-0.1 -0.7 0.7
-0.4 0.7 -0.1

Properties
**Total charge**: 0
**HOMO energy**: -8.2 eV

---

(3)
The following is a quantum chemistry calculation of C38H28BrCl2N3O5PPtSSe as an isolated structure at a distorted geometry, from the Open Molecules 2025 dataset.

Element x y z (Å)
Pt -0.0419 -0.7887 -0.0641
O 0.4315 0.9927 3.6724
S 0.7874 0.2177 2.5147
O 0.8315 0.9823 1.2608
O 0.0650 -1.0473 2.3749
C 2.5104 -0.2749 2.7251
C 3.1840 -0.0137 3.9016
C 4.5075 -0.3958 4.0367
C 5.1586 -1.0150 2.9802
C 4.4869 -1.2574 1.7973
C 3.1446 -0.9048 1.6665
P 2.2671 -1.2618 0.1070
C 3.1746 -0.1226 -0.9960
C 2.6808 1.1742 -1.1262
C 3.3336 2.0909 -1.9292
C 4.4775 1.7209 -2.6155
C 4.9722 0.4342 -2.4889
C 4.3298 -0.4864 -1.6797
C 2.8727 -2.9133 -0.3360
C 2.8033 -3.2850 -1.6788
C 3.1993 -4.5469 -2.0748
C 3.6496 -5.4617 -1.1363
C 3.6649 -5.1174 0.2058
C 3.2705 -3.8552 0.6091
H 2.6455 0.4913 4.6883
H 5.0378 -0.2126 4.9585
H 6.1923 -1.3128 3.0822
H 4.9973 -1.7295 0.9713
H 1.7881 1.4586 -0.5877
H 2.9420 3.0919 -2.0297
H 4.9822 2.4370 -3.2487
H 5.8636 0.1466 -3.0272
H 4.7151 -1.4919 -1.5916
H 2.4340 -2.5767 -2.4060
H 3.1512 -4.8161 -3.1191
H 3.9818 -6.4415 -1.4496
H 3.9903 -5.8392 0.9411
H 3.2818 -3.5991 1.6596
Se -0.2018 0.0214 -2.5965
C 0.4751 -1.3242 -3.5573
N 0.8734 -2.1884 -4.2178
Br -4.0366 -5.9998 -0.1161
C -2.6470 -4.7172 -0.2100
C -2.0170 -4.2984 0.9498
C -0.9873 -3.3880 0.8318
N -0.5748 -2.9105 -0.3442
C -1.1840 -3.3329 -1.4523
C -2.2319 -4.2314 -1.4375
H -2.3129 -4.6605 1.9211
H -0.4881 -3.0150 1.7147
H -0.8079 -2.9439 -2.3888
H -2.7122 -4.5287 -2.3564
Cl -0.2713 3.3713 0.9439
C -1.3178 4.6974 0.4773
C -0.8866 6.0068 0.5649
C -1.7341 7.0477 0.2243
C -3.0000 6.7771 -0.2605
C -3.4193 5.4667 -0.3799
Cl -4.9589 5.1727 -1.1257
C -2.6194 4.3876 0.0299
N -3.0268 3.0881 -0.0827
C -4.2845 2.6091 0.2633
C -5.0731 3.2685 1.2048
C -6.3277 2.7918 1.5319
C -6.8085 1.6398 0.9359
C -6.0159 0.9630 0.0256
C -4.7617 1.4303 -0.3317
C -3.9277 0.6803 -1.3216
C -2.7842 -0.0666 -0.6068
O -2.8322 -1.2838 -0.4570
O -1.8116 0.6574 -0.2413
H 0.1139 6.2098 0.9066
H -1.4061 8.0696 0.3137
H -3.6585 7.5711 -0.5741
H -2.2979 2.3648 -0.1319
H -4.6845 4.1555 1.6868
H -6.9264 3.3252 2.2566
H -7.7983 1.2717 1.1684
H -6.3858 0.0582 -0.4333
H -3.4679 1.3682 -2.0351
H -4.5362 -0.0489 -1.8572

Atoms 1-6, force components in eV/Å:
0.9 -0.1 -1.0
0.0 -0.1 0.0
0.9 0.6 1.5
-0.1 0.1 0.2
-0.3 -0.1 -0.1
-0.5 0.0 -0.2

Properties
**2S+1**: 3
**Expectation value of S²**: 2.010
**Total charge**: -1
**HOMO energy (alpha / beta)**: -4.3 / -5.2 eV

---

Number 1: E_tot -139227.96383 eV. Number 2: E_tot -114949.47007 eV. Number 3: E_tot -238376.25359 eV.